1.
97
Properties=species:S:1:pos:R:3:mulliken_spin:R:1 method="wB97M-V/def2-TZVPD" orbital_gap_ev="5.804 / 7.239" e_above_lowest_kcal_mol=125.0 e_tot_ha=-2940.403003 s_squared=15.77 multiplicity=8 total_charge=+1
Eu 0.0847 0.0127 0.3263 6.576
P -0.0375 2.5203 -0.3993 0.122
P 0.5903 -2.5749 0.6966 0.137
O -2.4824 0.0239 2.6733 0.100
N -1.3867 -0.1504 -1.3159 0.004
N 0.0528 0.1034 2.7699 -0.032
N 1.6533 -0.1923 -1.2147 -0.043
N -0.0011 0.0173 5.1790 0.015
C 0.2277 1.5751 -2.1291 -0.015
C 1.4653 -4.5755 2.2372 0.002
C 2.4525 -1.2237 -1.1265 -0.021
C -2.0370 3.6629 -1.8571 0.000
C -1.8145 -3.2541 -0.5200 0.015
C -1.6481 -0.0030 1.8333 0.138
C 1.5228 4.5705 -1.1394 -0.001
C 0.7187 -3.2595 2.3497 -0.023
C -1.6587 3.3211 -0.4138 -0.056
C -0.7028 -3.4216 2.9255 -0.008
C -1.5323 4.5840 0.4350 -0.003
C -0.0084 -5.0388 -0.4053 -0.001
C 2.2923 0.5621 -3.2620 -0.002
C 1.4253 0.6607 -2.2008 -0.003
C -1.0378 0.5843 -2.2941 -0.025
C 1.5259 -2.3535 3.2921 0.031
C -0.2853 -3.5517 -0.6112 -0.039
C -3.2824 0.6104 -3.3833 -0.001
C 2.3204 -2.1900 0.0522 0.014
C 3.2629 -0.4341 -3.2197 0.004
C -1.3119 1.5023 -4.6752 0.001
C 2.7662 2.6181 -0.1392 0.014
C 0.2120 -3.1419 -2.0031 0.011
C -1.7741 0.4679 -3.6669 -0.002
C 1.2730 0.2019 5.9213 0.002
C -1.4880 -0.9269 -4.2009 0.001
C -1.2903 -0.1841 5.9134 0.005
C 1.3671 4.0492 1.3608 0.005
C 0.0130 0.0115 3.9220 0.045
C -2.7864 2.4594 0.2316 0.069
C 1.4703 3.4637 -0.0819 -0.017
C 3.3526 -1.3329 -2.1662 -0.001
H 1.2459 -3.4568 -2.1742 0.000
H 0.8044 -5.4181 2.0472 0.000
H -3.7357 1.3011 -4.0968 0.000
H 1.9579 -4.7663 3.1962 0.000
H 1.3554 5.5405 -0.6618 0.001
H -1.1741 3.9047 -2.4852 0.000
H -1.8916 1.3706 -5.5939 0.000
H -1.9718 -1.0521 -5.1724 0.000
H -1.3636 -3.9936 2.2627 0.002
H -0.4260 -3.6255 -2.7546 0.000
H -1.7054 -1.1517 5.6549 -0.001
H 2.4616 -1.9712 2.8686 0.000
H -0.4135 -1.1056 -4.3283 0.000
H -3.4968 0.9690 -2.3695 0.000
H -2.7579 2.5293 1.3287 0.009
H 3.9631 -0.5142 -4.0374 0.000
H -2.6055 2.8558 -2.3366 0.000
H -3.7542 2.8723 -0.1022 -0.001
H -1.3294 4.3467 1.4852 -0.001
H 2.7913 -3.1485 -0.2285 0.003
H -2.7581 1.3980 -0.0429 -0.020
H -0.6186 -3.9617 3.8757 0.000
H 2.1877 1.2570 -4.0705 0.000
H 2.8863 -1.7924 0.9177 -0.005
H -1.0930 -0.1503 6.9867 0.000
H -0.2564 1.3834 -4.9342 0.000
H 0.2874 2.3612 -2.9058 -0.001
H 0.7987 4.4484 -1.9517 -0.001
H 4.0533 -2.1270 -2.1151 0.000
H 2.6636 1.6335 0.3336 -0.004
H 1.7345 -2.9017 4.2188 0.000
H 2.5222 4.6034 -1.5838 0.000
H 3.5375 3.1695 0.4166 0.001
H 2.2511 -4.5464 1.4737 -0.001
H -3.7622 -0.3647 -3.4866 0.000
H -0.4039 -5.5728 -1.2769 0.001
H 0.9621 -1.5109 3.6313 -0.003
H 1.0649 -5.2531 -0.3539 0.000
H -1.9620 0.6193 5.6425 0.000
H -2.1007 -2.6647 0.3625 -0.004
H 1.6925 1.1681 5.6625 -0.001
H -2.6847 4.5493 -1.8408 0.000
H -1.4779 2.5313 -4.3425 0.000
H -2.4934 5.1031 0.3966 0.000
H 3.1191 2.4923 -1.1656 0.000
H -0.7655 5.2654 0.0611 0.001
H -2.3644 -4.2065 -0.4826 0.000
H 0.1294 -2.0615 -2.1547 -0.002
H 2.3700 4.0496 1.7997 0.002
H 1.0120 5.0837 1.3567 0.001
H 1.0683 0.1818 6.9975 0.000
H -0.5075 -5.4561 0.4776 0.000
H -2.1431 -2.6929 -1.4042 -0.003
H -1.8838 -1.6916 -3.5233 0.000
H 1.9648 -0.5997 5.6852 0.000
H -1.1852 -2.4530 3.1309 0.005
H 0.7175 3.4488 2.0126 0.002

=====

2.
33
Properties=species:S:1:pos:R:3:mulliken_spin:R:1 method="wB97M-V/def2-TZVPD" orbital_gap_ev="5.541 / 5.657" e_above_lowest_kcal_mol=14.6 e_tot_ha=-1751.377726 s_squared=15.76 multiplicity=8
Eu 0.3372 0.3940 0.6205 7.046
I 0.4706 -0.6954 3.5201 -0.017
O 4.5945 0.2296 2.5312 -0.001
N 0.4216 0.3553 -1.8567 0.009
N 2.6130 0.2063 1.1600 -0.009
N -0.1141 -1.9145 -0.4513 0.006
C 0.6706 1.5571 -2.4216 -0.011
C -1.0164 2.7739 4.8584 0.000
C 0.0039 -0.7258 -2.5823 -0.005
C -0.7472 -4.2397 -0.2277 0.002
C -1.0818 4.0808 4.0762 0.000
C -0.9301 -4.3170 -1.6218 0.001
C 3.6206 0.2149 1.8432 -0.005
C 0.5606 1.7511 -3.8058 0.001
C -0.6919 -3.1764 -2.4098 -0.002
C -0.2729 -1.9737 -1.8104 -0.004
C 0.1543 0.6385 -4.5808 0.002
C -0.3340 -3.0155 0.2992 -0.010
C -0.1340 -0.6053 -3.9797 -0.002
H 0.9733 2.3534 -1.7164 0.000
H -0.3480 2.0431 4.3887 0.001
H -1.2539 -5.2491 -2.1051 0.000
H -0.9240 -5.1167 0.4312 0.000
H -1.8756 4.7245 4.4648 0.000
H -0.8224 -3.1832 -3.5133 0.000
H 0.7919 2.7374 -4.2651 0.000
H -1.2828 3.9034 3.0168 0.001
H -0.1702 -2.8729 1.3839 0.001
H -2.0048 2.3121 4.9327 0.000
H -0.6642 2.9492 5.8795 0.000
H -0.1432 4.6340 4.1596 0.000
H -0.4573 -1.5019 -4.5528 0.000
H 0.0566 0.7287 -5.6655 0.000

=====

3.
66
Properties=species:S:1:pos:R:3:nbo_charge:R:1 method="wB97M-V/def2-TZVPD" orbital_gap_ev=8.186 e_above_lowest_kcal_mol=21.2 e_tot_ha=-3786.598854 total_charge=+1
Hf -0.2320 0.2617 0.2983 1.934
S -0.8853 0.1587 3.4345 0.286
S 1.4874 -1.9156 2.9043 0.236
S 1.4156 -1.5910 -0.2665 -0.138
S 1.9323 1.1905 2.1116 0.265
F -1.2593 -1.8056 1.2320 -0.318
F -5.2278 0.6934 0.5309 -0.297
F 0.5060 6.8279 1.9956 -0.268
F 1.6765 6.6215 -0.4671 -0.267
F -0.7552 4.6032 3.0490 -0.284
F -2.6638 -3.5117 2.8842 -0.287
F 1.6718 4.3691 -1.8321 -0.291
F -0.8816 2.2921 1.5960 -0.328
F -6.5914 -1.0396 2.0013 -0.268
F -5.3645 -3.0990 3.3100 -0.270
N -0.9324 -0.0113 -1.9463 -0.534
N 0.3216 1.9941 -0.7221 -0.866
N 2.9942 0.6652 -0.8382 -0.329
N -2.2987 0.3491 0.2526 -0.878
C 0.0460 1.5137 4.2370 -0.540
C 3.1424 -1.1774 3.1839 -0.538
C 0.4249 3.2085 -0.1409 0.083
C -0.1787 3.3997 1.1148 0.308
C -0.6213 -1.2388 4.5830 -0.525
C -0.1685 4.5694 1.8497 0.279
C 1.0673 5.5686 0.0625 0.306
C -5.2858 -1.2243 1.8605 0.308
C -4.5588 -0.3304 1.0888 0.281
C -4.6670 -2.2915 2.5159 0.248
C 0.6160 1.9077 -2.1511 -0.241
C 0.2009 0.5339 -2.7050 -0.226
C 3.3883 0.1152 2.4140 -0.514
C 2.3338 -0.2563 -0.6134 -0.036
C -3.3052 -2.4918 2.3146 0.334
C -3.1614 -0.4606 0.9001 0.142
C 0.4690 5.6834 1.3193 0.266
C -2.7223 1.2802 -0.7815 -0.228
C -1.1954 -1.4113 -2.2948 -0.418
C 1.0572 4.3740 -0.6411 0.301
C 0.7881 -1.7990 4.5954 -0.536
C -2.1601 0.7888 -2.1409 -0.233
C 1.5109 1.6698 3.8439 -0.523
C -2.6154 -1.6050 1.5114 0.231
H -3.8070 1.3635 -0.8666 0.245
H -1.3298 -1.9970 4.2590 0.240
H 3.2488 -1.0349 4.2567 0.224
H 0.0771 2.7051 -2.6776 0.206
H -0.9075 -0.8992 5.5789 0.243
H -1.5141 -1.4970 -3.3387 0.213
H 1.7914 2.7198 3.9361 0.247
H -1.9823 -1.8079 -1.6500 0.221
H 1.4563 -1.1796 5.1913 0.214
H 1.0364 -0.1694 -2.6355 0.234
H 2.1666 1.0866 4.4849 0.228
H -2.3198 2.2753 -0.5514 0.212
H -0.5161 2.4078 3.9793 0.251
H 3.8744 -1.9203 2.8673 0.252
H -2.9131 0.1732 -2.6401 0.220
H 4.1228 0.7281 2.9382 0.245
H 1.6871 2.0477 -2.3417 0.253
H 0.7760 -2.8030 5.0218 0.245
H -0.0424 0.6432 -3.7678 0.219
H -0.0352 1.3640 5.3118 0.245
H -0.2992 -2.0177 -2.1672 0.236
H -1.9600 1.6440 -2.7895 0.225
H 3.7608 -0.0916 1.4126 0.257

=====

4.
39
Properties=species:S:1:pos:R:3:mulliken_spin:R:1 method="wB97M-V/def2-TZVPD" orbital_gap_ev="6.778 / 5.999" e_above_lowest_kcal_mol=3.0 e_tot_ha=-2196.916363 s_squared=0.77 multiplicity=2 total_charge=+1
Hg 2.0647 -0.9463 0.9351 0.328
Cl -1.3594 -0.6079 2.1244 0.008
Cl 0.2293 -5.8021 1.6135 0.007
S 0.0818 -2.8787 0.3622 0.557
N 1.7710 -0.7842 -2.0905 -0.013
N 0.2984 1.9002 0.0143 -0.004
N -1.3010 4.0990 -0.8999 0.000
N 1.3913 -1.7321 -2.9585 0.004
C 2.1643 -1.7770 -4.0618 -0.001
C -1.1623 -4.8284 3.6640 -0.036
C 3.1105 -0.7926 -3.9168 0.011
C 2.8203 -0.2119 -2.6673 -0.010
C -1.2507 -2.2451 2.6924 0.084
C -0.5990 -3.2190 1.9114 -0.032
C -0.0573 3.6899 -1.6535 0.000
C -1.8199 -2.5307 3.9177 -0.035
C -1.7872 -3.8311 4.3947 0.070
C -0.8555 2.3463 0.7689 0.001
C -0.5643 -4.5232 2.4558 0.049
C 0.1730 2.2067 -1.3958 0.002
C -1.1616 3.8291 0.5803 0.001
H 1.0513 1.8643 -1.9413 0.005
H -2.2555 -4.0696 5.3399 0.005
H -1.5264 5.0789 -1.0700 0.000
H 1.9892 -2.4883 -4.8508 0.001
H -2.0860 4.1289 1.0717 0.000
H -2.0825 3.5418 -1.2538 0.000
H -0.7113 2.1491 1.8303 0.000
H 0.6256 -2.3385 -2.7160 0.001
H -2.2914 -1.7416 4.4858 0.000
H -0.1988 3.9213 -2.7080 0.000
H 3.9004 -0.5332 -4.5993 0.000
H 0.7621 4.2905 -1.2601 0.000
H -0.3442 4.4523 0.9411 0.000
H 3.3441 0.5831 -2.1579 0.003
H 1.1638 2.2494 0.4079 -0.008
H -1.7222 1.7575 0.4470 0.001
H -1.1270 -5.8438 4.0318 0.000
H -0.6773 1.6369 -1.7888 0.001